This record from the OMol25 dataset describes 12 unconnected molecules or ions with the total composition C49H70F8O34. The level of theory is wB97M-V/def2-TZVPD.

Values from the calculation:
Largest force on an atom, eV/A: 1.7
SMILES string: FC(F)C(F)(F)COC(F)(F)C(F)F.C[C@H]1COC(=O)O1.C[C@H]1COC(=O)O1.C[C@H]1COC(=O)O1.C[C@H]1COC(=O)O1.C[C@H]1COC(=O)O1.C[C@H]1COC(=O)O1.C[C@H]1COC(=O)O1.C[C@H]1COC(=O)O1.C[C@H]1COC(=O)O1.C[C@H]1COC(=O)O1.C[C@H]1COC(=O)O1
Orbital gap, eV: 10.46
Total energy, hartree: -5266.4414
Relative energy (zero: lowest compared OMol25 entry of this formula, charge and spin), kJ/mol: 0.0
Total charge: 0

Element x y z (Å)
F -0.340 1.765 2.276
H -3.578 -2.345 -4.319
H -4.480 1.491 4.097
C 3.371 0.832 0.256
O -5.013 3.947 3.795
H -1.352 0.097 1.876
O -4.593 2.699 -6.015
O 3.931 -2.212 5.380
H -4.547 5.433 1.071
H -2.608 3.926 4.382
O -4.060 1.858 -4.005
O -1.647 -0.216 -5.263
C -2.678 -1.251 -7.268
H -2.093 3.823 2.756
H -2.050 5.372 3.576
H -6.918 0.864 -3.063
O -0.533 7.020 3.412
C 1.308 -7.696 1.022
H 3.789 -1.276 -4.049
O 5.331 -3.866 -6.668
C -4.074 4.745 3.040
H 3.423 -2.405 3.406
O 3.503 -1.744 7.534
C -2.649 4.473 3.436
O -6.983 2.935 3.343
C -2.096 -0.365 4.743
H 1.673 0.724 3.028
C 5.372 -3.081 -5.778
C -6.024 3.541 3.000
H 1.247 3.237 1.386
C -4.760 1.339 -2.865
H 4.457 -0.968 3.831
H 7.561 -1.176 -3.813
O -2.356 6.978 -1.711
C 2.384 -0.756 4.424
C -4.231 2.048 -1.636
H 2.804 -3.669 -4.104
H -2.459 -3.185 -5.498
F 2.885 -1.466 0.644
C 2.402 6.478 1.727
H -4.387 1.475 -0.719
H -3.211 1.693 6.837
C -4.120 0.078 5.724
H -1.166 -4.907 -0.383
H 4.223 -5.448 -4.549
C -4.483 4.476 1.588
H 2.402 6.554 0.641
C -0.114 7.272 -1.295
C 3.089 -6.336 1.395
H -4.769 2.060 6.253
C 1.416 -0.361 -0.801
O 0.686 5.261 2.725
C -2.665 -2.298 -4.907
O 2.428 -0.666 5.868
H -1.780 -5.449 1.179
C 3.628 -1.617 4.122
H 5.217 -0.308 -4.506
H -4.612 0.260 -2.790
C -1.039 -0.823 -4.234
H -3.141 -3.430 1.302
C 4.784 -1.307 -4.488
F 3.632 -0.900 -1.311
H -1.654 6.994 0.237
O -6.196 2.000 -4.589
H -3.790 3.827 1.057
C -1.941 8.085 -2.363
C -1.374 6.584 -0.735
C -4.164 0.459 4.227
H -6.535 2.555 -2.607
H 0.518 6.577 -1.850
C 4.017 -5.971 -3.614
O 5.841 -4.939 -0.935
H -1.053 4.640 -1.690
C 4.988 -5.274 -1.691
H 3.740 -6.998 -3.850
H 1.093 -1.357 -1.114
H -4.695 3.030 -1.549
H 2.212 -6.087 -2.463
H -2.144 -2.968 -1.505
O -1.575 -2.046 -4.016
H -3.606 -0.422 -5.595
H -3.627 -3.736 -0.980
H 2.831 -4.246 1.629
C -2.709 -1.022 -5.777
H 2.706 4.709 2.941
C -6.226 1.691 -3.196
F -1.357 0.089 -0.677
H -3.560 -1.857 -7.487
O 1.317 7.314 2.164
H -4.355 5.769 3.300
H -0.626 4.717 0.040
O -2.833 0.269 3.794
H 2.909 3.605 0.960
O -1.417 -2.308 1.086
H 4.067 -8.323 1.606
H 1.776 -3.401 -2.718
O 3.721 -4.824 -1.629
H 0.468 7.692 -0.473
C 2.885 -5.127 2.270
H 3.368 0.969 3.487
C 2.170 -4.179 -3.364
O -2.612 8.770 -3.055
C -1.089 1.053 1.422
H -4.658 1.051 7.655
H -2.316 4.696 -0.516
C 2.938 -5.313 -2.724
C 5.681 -2.268 -3.671
O 2.045 -8.333 1.964
F -2.272 1.712 1.220
H 3.625 -7.613 3.121
C 2.382 0.645 3.851
H -2.796 -0.332 -7.837
H 3.968 -6.133 0.778
C -4.192 1.235 6.691
H 6.597 -0.820 -2.394
O -0.957 -0.653 4.583
O -5.784 3.913 1.713
F 3.215 1.786 -0.687
C -1.379 -4.594 0.641
C -0.453 0.779 0.063
H -4.881 -0.188 3.721
H 7.471 -2.357 -2.482
H 3.337 6.792 2.181
H -3.319 -1.977 -0.694
C -2.892 -2.978 -0.703
H 2.193 1.375 4.639
H -1.762 -1.761 -7.569
C -2.277 -3.354 0.633
C 6.909 -1.627 -3.062
C 1.911 4.039 1.064
O 0.497 -2.239 2.268
O 1.927 -6.578 0.601
H 1.563 4.462 0.126
H 1.466 -1.280 4.175
H 1.399 0.267 -1.691
H 3.689 -4.945 2.987
C 2.001 5.059 2.187
C 3.321 -7.678 2.075
C 0.415 6.580 2.851
O 0.629 0.043 0.307
H 5.115 -2.678 -2.833
H 1.975 -5.190 2.870
O 6.096 -3.227 -4.650
H 2.838 1.116 1.167
O -0.620 8.299 -2.122
C -0.300 -2.837 1.632
F 4.688 0.733 0.555
O -0.207 -4.143 1.313
C 2.838 -0.488 -0.279
F -0.172 1.894 -0.649
H 1.367 -4.598 -3.975
O 4.708 -1.904 -5.773
O -0.067 -0.421 -3.683
O -2.827 -0.567 5.847
O 5.169 -6.053 -2.771
C -1.313 5.077 -0.725
O 0.270 -8.096 0.610
C 3.304 -1.547 6.383
H -3.145 2.140 -1.692
C -4.929 2.243 -4.976
H -4.846 -0.700 5.948

These are the Löwdin partial charges, in e, on atoms 1 to 99: atom 1 (F): 0.109, atom 2 (H): 0.128, atom 3 (H): 0.109, atom 4 (C): -0.307, atom 5 (O): 0.062, atom 6 (H): 0.146, atom 7 (O): 0.176, atom 8 (O): 0.057, atom 9 (H): 0.137, atom 10 (H): 0.095, atom 11 (O): 0.065, atom 12 (O): 0.106, atom 13 (C): -0.015, atom 14 (H): 0.066, atom 15 (H): 0.060, atom 16 (H): 0.134, atom 17 (O): 0.158, atom 18 (C): -0.572, atom 19 (H): 0.117, atom 20 (O): 0.162, atom 21 (C): -0.280, atom 22 (H): 0.112, atom 23 (O): 0.163, atom 24 (C): 0.004, atom 25 (O): 0.163, atom 26 (C): -0.550, atom 27 (H): 0.056, atom 28 (C): -0.580, atom 29 (C): -0.573, atom 30 (H): 0.069, atom 31 (C): -0.302, atom 32 (H): 0.130, atom 33 (H): 0.094, atom 34 (O): 0.080, atom 35 (C): -0.282, atom 36 (C): -0.022, atom 37 (H): 0.077, atom 38 (H): 0.133, atom 39 (F): 0.140, atom 40 (C): -0.063, atom 41 (H): 0.088, atom 42 (H): 0.098, atom 43 (C): -0.269, atom 44 (H): 0.135, atom 45 (H): 0.122, atom 46 (C): -0.093, atom 47 (H): 0.121, atom 48 (C): -0.099, atom 49 (C): -0.312, atom 50 (H): 0.083, atom 51 (C): -0.039, atom 52 (O): 0.074, atom 53 (C): -0.065, atom 54 (O): 0.083, atom 55 (H): 0.139, atom 56 (C): -0.074, atom 57 (H): 0.134, atom 58 (H): 0.144, atom 59 (C): -0.559, atom 60 (H): 0.153, atom 61 (C): -0.086, atom 62 (F): 0.113, atom 63 (H): 0.155, atom 64 (O): 0.071, atom 65 (H): 0.099, atom 66 (C): -0.557, atom 67 (C): -0.293, atom 68 (C): -0.076, atom 69 (H): 0.131, atom 70 (H): 0.135, atom 71 (C): -0.063, atom 72 (O): 0.160, atom 73 (H): 0.101, atom 74 (C): -0.596, atom 75 (H): 0.134, atom 76 (H): 0.146, atom 77 (H): 0.087, atom 78 (H): 0.147, atom 79 (H): 0.078, atom 80 (O): 0.042, atom 81 (H): 0.139, atom 82 (H): 0.093, atom 83 (H): 0.078, atom 84 (C): -0.317, atom 85 (H): 0.153, atom 86 (C): -0.073, atom 87 (F): 0.141, atom 88 (H): 0.095, atom 89 (O): 0.058, atom 90 (H): 0.157, atom 91 (H): 0.065, atom 92 (O): 0.044, atom 93 (H): 0.085, atom 94 (O): 0.071, atom 95 (H): 0.133, atom 96 (H): 0.079, atom 97 (O): 0.071, atom 98 (H): 0.122, atom 99 (C): -0.015